One molecule with the formula CH2NOP at a distorted geometry, computed with ωB97M-V/def2-TZVPD.

XYZ file:
```
6
Properties=species:S:1:pos:R:3:mulliken_charge:R:1
C -0.478 -1.349 -1.400 0.085
N -0.667 -1.062 -0.203 -0.326
P 0.232 0.481 0.287 0.510
H 0.437 -0.131 1.709 0.133
O 1.072 0.526 -1.028 -0.531
H -0.597 1.535 0.636 0.130
```

The gap between HOMO and LUMO is 0.3719 hartree. The energy above the lowest of the compared OMol25 structures with the same formula, charge and spin comes out at 63.73 kcal/mol. The calculation puts the max |F| at 5.82 eV/A. Its total charge is 0.